1.
Formula: C2H7N2O2
Source: the OMol25 dataset
Level of theory: ωB97M-V with the def2-TZVPD basis set

Positions of all 13 atoms, in Å:
1 C 0.77 0.79 -1.35
2 C 1.25 -0.44 1.13
3 N -0.04 -0.36 -1.09
4 N 0.82 -0.17 -0.20
5 O -0.86 -1.13 -1.41
6 O -2.34 -0.04 0.38
7 H 1.50 0.86 -2.21
8 H -3.19 -0.36 0.74
9 H 0.22 1.61 -1.10
10 H 1.77 0.40 1.60
11 H 1.97 -1.23 1.24
12 H 0.38 -0.89 1.75
13 H -2.24 0.94 0.53

LUMO energy ... -5.241 eV
Gap between HOMO and LUMO ... 10.3 eV
Charge ... +1
Energy above the lowest of the compared OMol25 structures with the same formula, charge and spin ... 159.0 kcal per mole

***

2.
Formula: C18H21BF4N2O7STc
Source: the OMol25 dataset
Level of theory: ωB97M-V with the def2-TZVPD basis set

Positions of all 55 atoms, in Å:
1 Tc -0.09 -0.44 0.93
2 C 3.20 -1.64 -0.80
3 C 2.40 -1.82 0.46
4 C 2.16 -0.72 1.32
5 C 1.52 -0.86 2.58
6 C 1.60 0.22 3.62
7 C 1.00 -2.14 2.89
8 C 1.22 -3.24 2.06
9 C 0.71 -4.59 2.42
10 C 1.93 -3.06 0.85
11 H 4.18 -2.09 -0.67
12 H 3.35 -0.59 -1.03
13 H 2.73 -2.13 -1.65
14 H 2.63 0.23 1.09
15 H 2.46 0.02 4.25
16 H 0.71 0.23 4.25
17 H 1.73 1.20 3.17
18 H 0.47 -2.27 3.82
19 H 1.54 -5.29 2.53
20 H 0.08 -4.98 1.62
21 H 0.14 -4.58 3.35
22 H 2.10 -3.92 0.22
23 F -0.95 -2.08 0.79
24 B -2.68 -1.45 -0.63
25 F -2.38 -2.16 -1.66
26 F -3.68 -1.67 0.18
27 F -2.01 -0.26 -0.45
28 O -1.03 2.48 -0.13
29 C -0.30 1.85 -0.82
30 O 0.50 0.85 -0.18
31 C -0.10 1.91 -2.27
32 C 0.74 1.01 -2.92
33 C 0.87 1.11 -4.29
34 C 0.22 2.07 -5.03
35 C -0.60 2.95 -4.35
36 C -0.78 2.90 -2.98
37 N -1.33 3.99 -5.12
38 O -1.11 4.03 -6.31
39 O -2.08 4.70 -4.49
40 N 1.76 0.13 -4.97
41 O 1.89 0.25 -6.16
42 O 2.30 -0.70 -4.26
43 H 1.28 0.24 -2.39
44 H 0.34 2.14 -6.11
45 H -1.44 3.61 -2.50
46 C -3.55 0.36 3.20
47 S -2.49 1.21 2.05
48 C -2.23 2.75 2.88
49 O -1.07 0.48 2.34
50 H -3.09 0.34 4.19
51 H -3.72 -0.64 2.81
52 H -4.49 0.91 3.22
53 H -3.19 3.27 2.87
54 H -1.50 3.31 2.30
55 H -1.89 2.57 3.90

2S+1 ... 2
LUMO energy (spin up / spin down) ... -8.723 / -9.522 eV
Gap between HOMO and LUMO (spin up / spin down) ... 7.1 / 6.2 eV
Charge ... +2
Energy above the lowest of the compared OMol25 structures with the same formula, charge and spin ... 9.9 kcal per mole

***

3.
Formula: C44H34F3N10O5SbV
Source: the OMol25 dataset
Level of theory: ωB97M-V with the def2-TZVPD basis set

Positions of all 98 atoms, in Å:
1 V -1.15 0.99 -1.08
2 C 2.07 1.88 -4.00
3 C 0.88 1.93 -3.10
4 N 0.36 0.90 -2.52
5 N 0.89 -0.34 -2.79
6 C 0.22 -1.26 -2.11
7 O -0.72 -1.02 -1.28
8 C 0.60 -2.68 -2.34
9 C 1.81 -3.02 -2.94
10 C 2.17 -4.35 -3.09
11 C 1.31 -5.35 -2.65
12 C 0.10 -5.02 -2.07
13 C -0.25 -3.69 -1.91
14 C 0.21 3.21 -2.81
15 C 0.75 4.42 -3.25
16 C 0.07 5.60 -3.00
17 C -1.15 5.54 -2.33
18 C -1.61 4.30 -1.92
19 N -0.95 3.16 -2.13
20 H 2.31 0.84 -4.22
21 H 2.93 2.35 -3.52
22 H 1.88 2.41 -4.93
23 H 2.47 -2.23 -3.27
24 H 3.12 -4.61 -3.53
25 H 1.59 -6.39 -2.76
26 H -0.58 -5.80 -1.73
27 H -1.20 -3.41 -1.45
28 H 1.69 4.43 -3.77
29 H 0.47 6.54 -3.33
30 H -1.72 6.43 -2.12
31 H -2.54 4.21 -1.38
32 N -3.59 -1.35 1.72
33 C -2.53 -0.53 1.66
34 N -2.49 0.01 0.46
35 C -3.56 -0.54 -0.18
36 N -4.25 -1.38 0.56
37 C -3.84 -0.17 -1.56
38 C -5.01 -0.54 -2.22
39 N -5.27 -0.16 -3.47
40 C -4.35 0.60 -4.06
41 C -3.17 0.97 -3.42
42 N -2.91 0.58 -2.17
43 H -3.87 -1.94 2.49
44 H -1.84 -0.37 2.47
45 H -5.75 -1.15 -1.72
46 H -4.54 0.93 -5.07
47 H -2.42 1.57 -3.91
48 C -5.20 2.91 0.81
49 C -3.81 3.22 1.27
50 N -2.72 2.72 0.74
51 C -1.67 3.24 1.47
52 C -2.16 4.07 2.44
53 N -3.52 4.04 2.30
54 C -1.60 4.93 3.52
55 O -0.30 4.97 3.63
56 O -2.36 5.56 4.22
57 C -0.24 2.88 1.22
58 O 0.63 3.50 1.86
59 O 0.00 1.97 0.37
60 H -5.15 2.38 -0.13
61 H -5.78 3.82 0.67
62 H -5.73 2.29 1.53
63 H -4.14 4.56 2.90
64 H 0.12 4.36 2.92
65 F -2.02 -4.35 4.49
66 C -1.15 -3.63 3.75
67 C -0.41 -2.63 4.36
68 C 0.47 -1.90 3.59
69 C 0.60 -2.13 2.22
70 C -0.17 -3.14 1.64
71 C -1.04 -3.91 2.40
72 Sb 1.78 -0.88 0.93
73 C 3.09 -2.42 0.21
74 C 4.12 -2.01 -0.63
75 C 4.99 -2.93 -1.20
76 C 4.80 -4.27 -0.93
77 F 5.63 -5.18 -1.50
78 C 3.78 -4.72 -0.11
79 C 2.93 -3.78 0.46
80 C 3.10 -0.16 2.44
81 C 3.00 1.18 2.82
82 C 3.81 1.71 3.82
83 C 4.73 0.87 4.41
84 F 5.54 1.37 5.38
85 C 4.87 -0.46 4.06
86 C 4.04 -0.97 3.07
87 H -0.53 -2.46 5.42
88 H 1.07 -1.12 4.06
89 H -0.10 -3.33 0.58
90 H -1.62 -4.71 1.97
91 H 4.26 -0.96 -0.86
92 H 5.80 -2.63 -1.85
93 H 3.67 -5.78 0.07
94 H 2.13 -4.13 1.10
95 H 2.27 1.84 2.35
96 H 3.74 2.74 4.12
97 H 5.61 -1.07 4.56
98 H 4.14 -2.01 2.78

2S+1 ... 4
LUMO energy (spin up / spin down) ... -0.743 / -0.797 eV
Gap between HOMO and LUMO (spin up / spin down) ... 6.2 / 7.2 eV
Energy above the lowest of the compared OMol25 structures with the same formula, charge and spin ... 8.8 kcal per mole

***

4.
Formula: C4H6N2
Source: the OMol25 dataset
Level of theory: ωB97M-V with the def2-TZVPD basis set

Positions of all 12 atoms, in Å:
1 C 0.41 0.08 -0.16
2 C 1.93 -0.51 -0.63
3 C -2.02 0.34 0.09
4 C -3.04 -0.48 -0.21
5 N -0.78 0.06 -0.08
6 N 2.99 0.08 0.08
7 H -2.38 1.28 0.58
8 H -3.00 -1.57 -0.46
9 H -4.05 -0.03 0.11
10 H 3.41 0.76 -0.56
11 H 3.77 -0.57 0.29
12 H 2.76 0.57 0.94

LUMO energy (spin up / spin down) ... -12.644 / -12.754 eV
Gap between HOMO and LUMO (spin up / spin down) ... 6.8 / 6.6 eV
Charge ... +2
Energy above the lowest of the compared OMol25 structures with the same formula, charge and spin ... 123.8 kcal per mole

***

5.
Formula: C6H8N4O2
Source: the OMol25 dataset
Level of theory: ωB97M-V with the def2-TZVPD basis set

Positions of all 20 atoms, in Å:
1 C -1.43 -2.09 1.90
2 C 0.88 1.58 1.48
3 C -1.69 0.39 1.52
4 C 0.94 1.13 -2.48
5 C -0.81 -0.78 1.73
6 C 0.94 -0.31 -2.18
7 N -1.93 -3.14 1.91
8 N 0.70 2.70 1.22
9 N 0.49 -0.68 1.81
10 N 1.30 0.33 1.73
11 O 1.18 -1.17 -3.18
12 O 0.59 -0.84 -1.13
13 H -1.46 0.60 0.53
14 H -2.78 0.17 1.67
15 H -1.36 1.17 2.12
16 H 1.95 1.61 -2.72
17 H 0.39 1.23 -3.42
18 H 0.32 1.52 -1.68
19 H 0.73 -1.98 -2.93
20 H 1.06 -1.45 2.10

LUMO energy (spin up / spin down) ... -0.674 / -0.674 eV
Gap between HOMO and LUMO (spin up / spin down) ... 8.1 / 8.1 eV
Energy above the lowest of the compared OMol25 structures with the same formula, charge and spin ... 90.9 kcal per mole

***

6.
Formula: C4H11NO
Source: the OMol25 dataset
Level of theory: ωB97M-V with the def2-TZVPD basis set

Positions of all 17 atoms, in Å:
1 C -0.11 1.19 1.21
2 C 0.78 0.26 0.35
3 N 1.66 1.03 -0.48
4 C -0.03 -0.70 -0.66
5 C -1.09 -1.41 0.13
6 O -0.48 0.06 -1.82
7 H 0.61 1.31 2.07
8 H -0.42 2.21 0.72
9 H -0.96 0.73 1.62
10 H 1.39 -0.57 0.93
11 H 1.24 1.09 -1.44
12 H 1.77 1.92 0.07
13 H 0.60 -1.41 -1.06
14 H -1.48 -2.29 -0.43
15 H -0.68 -1.98 0.94
16 H -1.96 -0.93 0.39
17 H -0.83 -0.52 -2.54

LUMO energy ... 0.830 eV
SMILES ... C[C@H](N)[C@@H](C)O
Gap between HOMO and LUMO ... 9.7 eV
Energy above the lowest of the compared OMol25 structures with the same formula, charge and spin ... 45.4 kcal per mole

***

7.
Formula: C18H14F5IN2PtS
Source: the OMol25 dataset
Level of theory: ωB97M-V with the def2-TZVPD basis set

Positions of all 42 atoms, in Å:
1 C 0.59 2.48 0.88
2 C 0.31 2.73 -0.54
3 H 0.01 3.31 1.28
4 H 1.68 2.39 1.08
5 H 0.21 1.57 1.51
6 H -0.37 1.99 -1.17
7 H -0.06 3.68 -0.80
8 H 1.26 2.40 -0.96
9 C -1.00 -1.02 2.73
10 C -1.71 -1.80 3.63
11 C -2.71 -2.65 3.10
12 C -2.98 -2.70 1.72
13 H -0.25 -0.28 3.01
14 H -1.46 -1.71 4.69
15 H -3.28 -3.28 3.79
16 H -3.73 -3.36 1.25
17 N -1.24 -1.09 1.40
18 C -2.21 -1.88 0.87
19 C -2.41 -1.78 -0.58
20 N -1.59 -0.88 -1.25
21 C -1.67 -0.65 -2.54
22 C -3.44 -2.26 -2.69
23 C -2.59 -1.32 -3.36
24 H -0.96 0.11 -2.91
25 H -2.60 -1.13 -4.43
26 C -3.37 -2.49 -1.32
27 H -3.97 -3.23 -0.75
28 H -4.15 -2.83 -3.31
29 Pt -0.55 0.25 0.07
30 I -2.46 2.00 0.56
31 F 6.05 2.89 -0.45
32 C 5.04 2.00 -0.44
33 C 4.62 1.41 0.76
34 F 5.32 1.58 1.89
35 C 3.49 0.61 0.78
36 F 3.29 -0.11 1.90
37 C 2.69 0.38 -0.37
38 S 1.44 -0.82 -0.32
39 C 3.18 0.91 -1.58
40 F 2.59 0.60 -2.75
41 C 4.33 1.70 -1.62
42 F 4.70 2.28 -2.78

2S+1 ... 3
LUMO energy (spin up / spin down) ... -1.319 / -1.251 eV
Gap between HOMO and LUMO (spin up / spin down) ... 5.1 / 6.4 eV

***

8.
Formula: C3H3BrCl2S
Source: the OMol25 dataset
Level of theory: ωB97M-V with the def2-TZVPD basis set

Positions of all 10 atoms, in Å:
1 C 0.29 0.67 1.19
2 S -1.37 0.85 0.60
3 C -1.23 2.49 -0.06
4 Cl -0.40 2.69 -1.51
5 C -1.55 3.58 0.70
6 Cl -1.45 5.16 -0.03
7 Br -2.57 3.52 2.22
8 H 0.38 0.87 2.39
9 H 0.97 1.40 0.70
10 H 0.47 -0.38 1.06

LUMO energy ... 0.292 eV
SMILES ... CS/C(Cl)=C(/Cl)Br
Gap between HOMO and LUMO ... 9.3 eV
Energy above the lowest of the compared OMol25 structures with the same formula, charge and spin ... 0.0 kcal per mole

***

Calculated maximum force (eV/A), listed in the same order as above: 3.34, 1.53, 0.62, 5.95, 3.46, 3.92, 5.48, 3.40